Molecular formula: C39H48BrF2N7O7
Method: DFT, wB97M-V/def2-TZVPD

Values from the calculation:
Net charge: 0
2S+1: 1
Highest occupied orbital energy (eV): -7.57
Largest force on an atom (hartree/bohr): 0.1094
Lowest unoccupied orbital energy (hartree): -0.0077
Gap between HOMO and LUMO (eV): 7.361
E (eV): -141456.0813

Positions of all 104 atoms, in Å:
C -5.491 -3.686 -0.846
C -6.118 -3.179 0.456
N -5.168 -2.645 1.462
C -3.994 -2.028 0.942
C -2.750 -2.708 0.821
C -2.718 -4.174 1.226
C -2.131 -5.121 0.135
F -2.108 -4.541 -1.119
C -1.610 -2.061 0.356
C -0.330 -2.791 0.281
O 0.093 -3.334 1.283
N 0.414 -2.923 -0.913
C 1.779 -2.640 -0.660
O 2.202 -1.765 0.010
F 2.666 -3.490 -1.212
C -1.743 -0.629 0.001
C -3.030 0.041 0.073
C -4.107 -0.674 0.559
O -5.312 -0.009 0.694
N -6.102 -0.096 -0.492
O -7.221 0.027 -0.216
C -3.118 1.473 -0.328
O -4.070 1.947 -0.900
C -1.896 2.302 0.035
C -1.995 3.609 0.465
C -0.838 4.341 0.744
C -0.970 5.781 1.207
C 0.421 3.746 0.602
Br 2.000 4.763 1.016
C 0.522 2.411 0.163
O 1.709 1.776 -0.022
C 2.463 2.249 -1.152
C 1.797 2.023 -2.513
C -0.647 1.678 -0.100
C -0.595 0.239 -0.540
O 0.240 -0.185 -1.290
H -5.035 -2.903 -1.454
H -4.809 -4.525 -0.681
H -6.314 -4.096 -1.450
H -6.690 -3.968 0.956
H -6.814 -2.372 0.216
H -4.958 -3.317 2.180
H -2.164 -4.299 2.161
H -3.726 -4.547 1.409
H -2.655 -6.080 0.144
H -1.088 -5.315 0.408
H 0.042 -2.353 -1.667
H -2.962 4.091 0.566
H -0.124 6.074 1.825
H -1.065 6.425 0.328
H -1.867 5.865 1.829
H 2.749 3.301 -1.084
H 3.399 1.682 -1.140
H 1.817 0.972 -2.811
H 2.390 2.555 -3.261
H 0.774 2.408 -2.547
C -1.160 1.789 4.890
C -2.066 0.584 5.087
C -1.544 -0.669 4.376
C -1.455 -0.438 2.936
N -1.434 -0.285 1.797
H -1.091 2.077 3.839
H -1.546 2.650 5.434
H -0.154 1.586 5.253
H -3.068 0.822 4.723
H -2.156 0.369 6.153
H -2.216 -1.511 4.552
H -0.554 -0.944 4.745
C 3.148 -6.184 -3.116
C 2.095 -7.235 -2.788
C 2.240 -8.510 -3.626
C 2.097 -8.210 -5.057
N 1.987 -7.974 -6.175
H 3.067 -5.845 -4.150
H 3.024 -5.312 -2.477
H 4.156 -6.577 -2.963
H 1.103 -6.806 -2.941
H 2.170 -7.498 -1.731
H 1.475 -9.236 -3.347
H 3.216 -8.967 -3.461
C 4.810 3.435 4.216
C 4.373 4.077 5.529
C 3.076 3.475 6.081
C 1.977 3.667 5.127
N 1.121 3.809 4.377
H 4.072 3.593 3.427
H 5.749 3.870 3.874
H 4.959 2.360 4.335
H 4.244 5.150 5.377
H 5.164 3.951 6.271
H 2.808 3.952 7.024
H 3.199 2.407 6.266
C 3.120 3.779 -6.595
C 3.139 5.302 -6.531
C 3.880 5.838 -5.301
C 3.235 5.373 -4.067
N 2.732 5.007 -3.103
H 2.590 3.349 -5.743
H 2.610 3.442 -7.497
H 4.133 3.373 -6.608
H 2.112 5.673 -6.531
H 3.620 5.692 -7.430
H 3.881 6.928 -5.304
H 4.918 5.500 -5.302

---

Molecular formula: C39H48Cl6NPPdSi4Te
Method: DFT, wB97M-V/def2-TZVPD

Values from the calculation:
Net charge: 0
2S+1: 1
ΔE to the lowest compared entry with this formula, charge and spin (kJ/mol): 144.7
Highest occupied orbital energy (spin up / spin down) (eV): -6.43 / -6.43
Largest force on an atom (hartree/bohr): 0.0619
Lowest unoccupied orbital energy (spin up / spin down) (hartree): -0.0322 / -0.0322
Gap between HOMO and LUMO (spin up / spin down) (eV): 5.550 / 5.553
E (eV): -169421.9231

Positions of all 101 atoms, in Å:
Pd 1.853 -0.464 0.307
Cl 4.382 -0.048 0.390
C 5.091 -1.613 0.526
C 6.429 -1.711 0.864
C 7.025 -2.959 0.949
C 6.276 -4.102 0.699
C 4.942 -3.997 0.362
C 4.319 -2.750 0.264
P 2.547 -2.604 -0.165
C 1.936 -4.204 0.454
C 1.619 -4.234 1.811
C 1.205 -5.407 2.408
C 1.096 -6.564 1.654
C 1.415 -6.543 0.306
C 1.841 -5.372 -0.297
C 2.634 -2.757 -1.982
C 3.702 -2.202 -2.682
C 3.716 -2.218 -4.065
C 2.669 -2.796 -4.763
C 1.596 -3.337 -4.073
C 1.567 -3.304 -2.692
H 7.005 -0.819 1.052
H 8.070 -3.035 1.205
H 6.741 -5.074 0.764
H 4.362 -4.887 0.165
H 1.716 -3.324 2.393
H 0.966 -5.421 3.461
H 0.770 -7.484 2.117
H 1.338 -7.447 -0.282
H 2.109 -5.375 -1.344
H 4.527 -1.758 -2.142
H 4.541 -1.773 -4.602
H 2.686 -2.819 -5.843
H 0.771 -3.778 -4.614
H 0.712 -3.699 -2.160
Cl 2.223 1.007 2.981
C 2.381 2.040 1.605
C 1.615 1.629 0.487
C 2.063 2.089 -0.777
Cl 1.565 1.094 -2.107
C 2.952 3.123 -0.893
Cl 3.477 3.683 -2.443
C 3.487 3.708 0.278
Cl 4.433 5.139 0.185
C 3.283 3.065 1.521
Cl 4.231 3.536 2.888
N -0.731 -2.598 1.243
C -1.578 -2.550 0.164
C -1.126 -2.079 -1.071
C -1.955 -2.104 -2.173
C -3.256 -2.568 -2.068
C -3.718 -3.025 -0.845
C -2.888 -3.029 0.257
H -1.158 -2.659 2.153
H 0.097 -2.001 1.178
H -0.111 -1.696 -1.166
H -1.581 -1.759 -3.125
H -3.902 -2.571 -2.934
H -4.731 -3.394 -0.749
H -3.240 -3.413 1.204
C -4.732 0.241 0.858
Si -4.000 1.730 1.807
C -5.423 2.964 2.157
C -3.417 1.041 3.492
Si -2.276 2.784 0.555
Te -0.319 0.860 0.781
Si -2.941 3.057 -1.722
C -3.175 1.341 -2.532
C -4.566 4.067 -1.866
C -1.591 3.993 -2.702
Si -1.342 4.721 1.613
C 0.321 5.206 0.807
C -0.987 4.337 3.455
C -2.538 6.212 1.502
H -5.506 -0.267 1.425
H -3.957 -0.487 0.638
H -5.173 0.549 -0.083
H -6.207 2.512 2.756
H -5.875 3.311 1.235
H -5.062 3.833 2.695
H -4.142 0.354 3.918
H -3.253 1.832 4.214
H -2.482 0.503 3.368
H -3.875 0.729 -1.972
H -2.232 0.803 -2.552
H -3.543 1.403 -3.552
H -5.438 3.461 -1.642
H -4.703 4.474 -2.863
H -4.563 4.901 -1.172
H -0.620 3.536 -2.540
H -1.528 5.030 -2.391
H -1.780 3.985 -3.771
H 0.916 4.320 0.614
H 0.915 5.853 1.447
H 0.184 5.718 -0.139
H -0.484 3.378 3.548
H -1.900 4.287 4.040
H -0.344 5.087 3.909
H -2.562 6.622 0.498
H -2.250 7.015 2.174
H -3.550 5.919 1.760

---

Molecular formula: C39H48P2PtSi
Method: DFT, wB97M-V/def2-TZVPD

Values from the calculation:
Net charge: +2
2S+1: 5
ΔE to the lowest compared entry with this formula, charge and spin (kJ/mol): 352.2
Highest occupied orbital energy (spin up / spin down) (eV): -11.05 / -13.77
Largest force on an atom (hartree/bohr): 0.0641
Lowest unoccupied orbital energy (spin up / spin down) (hartree): -0.2268 / -0.3262
Gap between HOMO and LUMO (spin up / spin down) (eV): 4.877 / 4.892
E (eV): -70900.1478

Positions of all 91 atoms, in Å:
Pt -0.452 0.779 -0.359
C -2.396 0.620 -2.395
C -1.535 -0.668 -2.564
C -0.448 -0.743 -3.636
C 0.702 0.247 -3.431
C 0.846 1.010 -2.151
C 0.156 2.217 -1.596
C -0.963 2.863 -2.349
C -1.852 1.883 -3.080
C 1.769 0.610 1.264
H -3.296 0.438 -3.012
H -2.261 -1.423 -2.901
H -0.867 -0.615 -4.667
H -0.017 -1.752 -3.617
H 1.632 -0.321 -3.577
H 0.751 0.922 -4.282
H 1.940 1.210 -2.145
H 0.894 2.873 -1.097
H -0.521 3.558 -3.028
H -1.480 3.482 -1.617
H -2.728 2.470 -3.382
H -1.378 1.525 -3.989
H 1.178 1.575 1.087
H 2.655 0.904 1.839
H 1.174 -0.111 1.873
P -0.868 -1.326 -1.012
P 2.589 -0.210 -0.099
C 0.658 -2.143 -1.132
C 1.919 -1.552 -1.099
C -2.161 -2.347 -0.374
C -2.617 -3.398 -1.171
C -3.388 -4.371 -0.546
C -3.705 -4.223 0.821
C -3.291 -3.126 1.570
C -2.512 -2.161 0.969
C -3.110 0.867 -0.993
C -3.064 2.173 -0.501
C -4.199 2.952 -0.333
C -5.422 2.291 -0.262
C -5.461 0.902 -0.262
C -4.301 0.179 -0.572
C 3.762 -1.202 0.821
C 3.304 -2.435 1.294
C 4.181 -3.293 1.939
C 5.513 -2.895 2.118
C 5.962 -1.666 1.635
C 5.091 -0.808 0.971
C 3.590 1.184 -0.782
C 3.494 2.508 -0.281
C 4.107 3.558 -0.969
C 4.793 3.342 -2.160
C 4.954 2.031 -2.614
C 4.422 0.964 -1.894
H 0.497 -3.224 -1.152
H 2.690 -2.244 -1.470
H -2.368 -3.443 -2.248
H -3.718 -5.223 -1.110
H -4.301 -4.981 1.309
H -3.558 -2.981 2.614
H -2.159 -1.245 1.464
H -2.119 2.538 -0.023
H -4.091 4.024 -0.378
H -6.337 2.875 -0.222
H -6.359 0.382 0.027
H -4.326 -0.917 -0.481
H 2.262 -2.725 1.179
H 3.826 -4.257 2.294
H 6.210 -3.585 2.592
H 7.005 -1.373 1.761
H 5.418 0.170 0.634
H 3.005 2.712 0.657
H 4.033 4.570 -0.558
H 5.196 4.182 -2.737
H 5.516 1.841 -3.531
H 4.618 -0.066 -2.212
C -0.199 1.418 4.641
Si -1.051 0.242 3.487
C -0.220 -1.425 3.504
C -2.786 -0.029 4.176
C -1.300 1.003 1.730
H -0.200 1.012 5.655
H -0.713 2.381 4.661
H 0.837 1.597 4.353
H -0.333 -1.866 4.499
H -0.635 -2.153 2.805
H 0.858 -1.405 3.334
H -3.298 0.932 4.312
H -3.428 -0.649 3.540
H -2.744 -0.502 5.163
H -2.402 0.987 1.589
H -1.070 2.079 1.868

---

Molecular formula: C39H49AsN4O2S2Si2Sn
Method: DFT, wB97M-V/def2-TZVPD

Values from the calculation:
Net charge: +2
2S+1: 1
ΔE to the lowest compared entry with this formula, charge and spin (kJ/mol): 0.0
Highest occupied orbital energy (eV): -12.33
Largest force on an atom (hartree/bohr): 0.0168
Lowest unoccupied orbital energy (hartree): -0.2447
Gap between HOMO and LUMO (eV): 5.673
E (eV): -155377.4714

Positions of all 100 atoms, in Å:
Sn -0.636 0.750 -1.099
C -5.041 -2.056 -2.786
C -3.821 -2.430 -2.244
C -3.086 -1.511 -1.520
C -3.537 -0.200 -1.334
C -4.763 0.157 -1.886
C -5.510 -0.766 -2.598
N -2.702 0.738 -0.675
C -3.160 1.561 0.313
C -4.403 1.415 0.968
C -4.779 2.307 1.936
C -3.961 3.391 2.324
C -2.742 3.546 1.735
C -2.328 2.622 0.752
N -1.138 2.696 0.074
N -0.379 3.704 0.157
C 0.677 3.686 -0.776
C 1.640 4.682 -0.685
C 2.614 4.738 -1.662
C 2.600 3.801 -2.690
C 1.616 2.830 -2.686
N 0.666 2.774 -1.754
H -5.623 -2.770 -3.348
H -3.432 -3.430 -2.366
H -1.961 -1.938 -0.027
H -5.120 1.170 -1.775
H -6.458 -0.468 -3.019
H -5.046 0.588 0.706
H -5.735 2.175 2.424
H -4.301 4.077 3.083
H -2.070 4.347 2.006
H 1.590 5.390 0.128
H 3.369 5.510 -1.635
H 3.327 3.830 -3.486
H 1.574 2.071 -3.458
O 1.714 -1.532 0.051
S 1.925 -3.010 0.516
C 0.649 -3.120 1.812
C 0.052 -4.507 2.001
C -0.921 -4.623 3.186
C -2.383 -4.284 2.949
S -2.849 -2.563 2.609
O -1.855 -1.897 -0.994
C -2.138 -1.676 3.971
C -2.249 -2.146 5.275
C -1.746 -1.396 6.325
C -1.162 -0.162 6.087
C -1.071 0.318 4.790
C -1.541 -0.444 3.731
C 1.337 -4.012 -0.814
C 1.610 -5.374 -0.743
C 1.208 -6.186 -1.789
C 0.566 -5.633 -2.892
C 0.330 -4.268 -2.958
C 0.715 -3.442 -1.912
H -0.085 -2.350 1.560
H 1.188 -2.805 2.708
H 0.867 -5.202 2.210
H -0.429 -4.839 1.077
H -0.544 -4.065 4.047
H -0.914 -5.674 3.482
H -2.967 -4.612 3.810
H -2.767 -4.829 2.086
H -2.741 -3.086 5.477
H -1.835 -1.768 7.335
H -0.790 0.429 6.911
H -0.630 1.284 4.603
H -1.468 -0.073 2.712
H 2.144 -5.794 0.098
H 1.411 -7.245 -1.751
H 0.261 -6.271 -3.708
H -0.155 -3.843 -3.824
H 0.531 -2.376 -1.951
C 5.448 -1.088 1.506
Si 4.263 0.218 0.901
C 5.111 1.752 0.257
C 3.006 0.622 2.216
As 2.948 -0.435 -0.987
Si 4.417 -1.905 -2.229
C 5.889 -0.779 -2.463
C 3.587 -2.234 -3.871
C 4.815 -3.493 -1.336
H 6.040 -0.686 2.329
H 6.142 -1.421 0.738
H 4.916 -1.960 1.886
H 5.755 2.183 1.023
H 4.377 2.507 -0.028
H 5.735 1.543 -0.610
H 3.501 1.105 3.059
H 2.509 -0.271 2.591
H 2.242 1.305 1.842
H 5.586 0.208 -2.817
H 6.543 -1.203 -3.224
H 6.474 -0.648 -1.556
H 2.950 -1.406 -4.177
H 2.978 -3.139 -3.842
H 4.341 -2.369 -4.645
H 5.100 -3.339 -0.299
H 5.651 -3.977 -1.840
H 3.976 -4.188 -1.374